No. 1
52
Properties=species:S:1:pos:R:3:nbo_charge:R:1 method="wB97M-V/def2-TZVPD" spin_multiplicity=2 s_squared=0.773 total_charge=+2 gap_ev="7.59 / 7.99"
V -0.881 0.527 0.004 1.266
Cl -7.090 -2.800 -2.220 0.099
C -5.589 -2.178 -1.666 -0.040
C -4.583 -3.060 -1.292 -0.167
C -3.352 -2.582 -0.851 -0.054
Cl -2.123 -3.690 -0.380 0.079
C -3.157 -1.228 -0.807 0.278
O -1.965 -0.682 -0.403 -0.558
C -4.152 -0.333 -1.163 -0.218
C -3.915 1.116 -1.102 0.482
O -2.846 1.654 -0.832 -0.611
C -5.387 -0.806 -1.592 -0.134
H -4.750 -4.128 -1.341 0.269
H -4.782 1.751 -1.325 0.175
H -6.178 -0.120 -1.869 0.253
Te 0.760 -1.284 1.089 0.893
C 2.433 -0.096 1.542 -0.289
C 2.985 0.768 0.601 -0.281
C 4.111 1.506 0.937 -0.146
C 4.676 1.380 2.203 -0.198
C 4.128 0.505 3.128 -0.183
C 3.002 -0.242 2.799 -0.225
C 1.586 -2.302 -0.541 -0.307
C 2.190 -3.525 -0.280 -0.226
C 2.837 -4.188 -1.316 -0.177
C 2.875 -3.632 -2.586 -0.166
C 2.254 -2.416 -2.841 -0.207
C 1.605 -1.744 -1.815 -0.174
H 2.585 0.831 -0.404 0.216
H 4.562 2.163 0.204 0.224
H 5.559 1.950 2.459 0.241
H 4.579 0.390 4.104 0.244
H 2.587 -0.929 3.526 0.235
H 2.165 -3.967 0.708 0.233
H 3.311 -5.141 -1.124 0.242
H 3.387 -4.150 -3.386 0.242
H 2.277 -1.990 -3.835 0.236
H 1.111 -0.802 -2.027 0.177
C 0.898 3.918 1.586 -0.808
S 0.571 3.552 -0.108 1.301
C -0.900 4.491 -0.430 -0.806
O 0.017 2.071 -0.025 -0.895
H 1.213 4.964 1.620 0.282
H 1.716 3.268 1.895 0.283
H -0.007 3.753 2.168 0.261
H -0.579 5.470 -0.787 0.281
H -1.500 4.568 0.474 0.261
H -1.438 3.964 -1.216 0.282
C -1.601 0.818 1.892 -0.855
H -2.130 -0.069 2.233 0.243
H -2.292 1.659 1.817 0.224
H -0.784 1.048 2.578 0.220

***

No. 2
58
Properties=species:S:1:pos:R:3:nbo_charge:R:1 method="wB97M-V/def2-TZVPD" spin_multiplicity=2 s_squared=0.899 total_charge=+1 gap_ev="7.47 / 7.58"
Mn 0.272 -0.070 -0.187 1.006
C 0.412 1.618 -2.942 -0.424
N 0.582 0.236 -2.463 -0.445
C -0.143 -0.623 -3.407 -0.410
C 2.013 -0.125 -2.527 -0.222
C 2.797 0.648 -1.474 -0.226
N 2.061 0.485 -0.240 -0.658
C 2.623 0.871 0.921 0.077
C 1.939 0.520 2.107 0.217
F 0.745 -0.148 1.883 -0.322
C 2.412 0.782 3.372 0.379
F 1.708 0.400 4.441 -0.296
C 3.617 1.451 3.534 -0.389
C 4.294 1.859 2.395 0.364
F 5.427 2.548 2.528 -0.294
C 3.827 1.590 1.119 0.280
F 4.522 2.065 0.066 -0.315
H 0.899 1.747 -3.914 0.199
H 0.835 2.338 -2.246 0.213
H -0.645 1.841 -3.070 0.209
H 0.171 -0.433 -4.439 0.198
H -1.213 -0.434 -3.341 0.208
H 0.046 -1.671 -3.191 0.202
H 2.415 0.057 -3.532 0.200
H 2.097 -1.190 -2.290 0.200
H 2.895 1.708 -1.739 0.192
H 3.808 0.233 -1.385 0.214
H 4.021 1.659 4.509 0.258
N -0.276 3.965 -0.098 -0.777
C -1.086 2.906 -0.280 0.319
N -0.843 1.704 0.158 -0.573
C -1.791 0.798 -0.277 0.257
C -2.775 1.321 -1.056 -0.438
S -2.520 3.020 -1.293 0.421
C -1.406 -1.597 -0.604 0.285
C -2.298 -2.288 -1.359 -0.425
S -1.553 -3.704 -2.023 0.425
C -0.067 -3.264 -1.189 0.306
N -0.150 -2.153 -0.514 -0.585
N 1.069 -3.972 -1.334 -0.781
H 0.467 3.870 0.574 0.424
H -0.615 4.891 -0.293 0.416
H -3.618 0.831 -1.498 0.260
H -3.331 -2.072 -1.551 0.262
H 1.019 -4.912 -1.685 0.415
H 1.813 -3.758 -0.688 0.419
N -1.659 -0.503 0.257 -0.533
C -2.371 -0.868 1.444 0.199
C -1.856 -1.900 2.224 -0.256
C -2.542 -2.329 3.343 -0.169
C -3.752 -1.744 3.683 -0.203
C -4.253 -0.705 2.917 -0.199
C -3.572 -0.265 1.794 -0.207
H -0.905 -2.346 1.966 0.224
H -2.133 -3.123 3.948 0.226
H -4.291 -2.080 4.553 0.228
H -5.185 -0.235 3.190 0.227
H -3.963 0.550 1.201 0.218

***

No. 3
51
Properties=species:S:1:pos:R:3:nbo_charge:R:1 method="wB97M-V/def2-TZVPD" smiles="CCN(CC)CCN1C(=O)c2oc3ccc(F)cc3c(=O)c2[C@H]1c1ccncc1" gap_ev=7.56
C 3.159 -1.997 4.965 -0.632
H 3.583 -1.898 5.961 0.214
H 2.177 -1.533 4.966 0.198
H 3.041 -3.056 4.749 0.202
C 4.098 -1.335 3.948 -0.201
N 3.774 -1.492 2.548 -0.462
C 2.827 -0.577 1.980 -0.214
H 3.156 0.443 2.191 0.210
C 1.356 -0.718 2.462 -0.248
N 0.425 -0.098 1.556 -0.405
C 0.171 1.237 1.564 0.623
O 0.672 2.060 2.295 -0.586
C -0.866 1.424 0.504 0.274
C -1.171 0.229 -0.060 -0.119
C -2.138 0.096 -1.129 0.509
O -2.431 -0.945 -1.689 -0.554
C -2.737 1.410 -1.459 -0.206
C -3.710 1.489 -2.457 -0.218
C -4.266 2.708 -2.765 0.383
C -3.887 3.876 -2.109 -0.237
C -2.928 3.810 -1.125 -0.247
C -2.348 2.583 -0.792 0.366
O -1.406 2.597 0.190 -0.408
H -2.606 4.691 -0.594 0.238
H -4.347 4.813 -2.380 0.238
F -5.205 2.786 -3.725 -0.315
H -4.006 0.586 -2.968 0.257
C -0.318 -0.840 0.557 -0.079
C 0.572 -1.486 -0.482 0.018
C 1.418 -0.707 -1.265 -0.262
C 2.211 -1.339 -2.209 0.040
N 2.206 -2.646 -2.405 -0.412
C 1.400 -3.383 -1.664 0.048
C 0.564 -2.857 -0.688 -0.246
H -0.083 -3.502 -0.114 0.221
H 1.426 -4.447 -1.858 0.196
H 2.884 -0.773 -2.839 0.197
H 1.456 0.365 -1.138 0.223
H -0.933 -1.615 1.035 0.225
H 1.244 -0.225 3.431 0.223
H 1.092 -1.773 2.555 0.204
H 2.844 -0.717 0.897 0.203
C 3.727 -2.851 2.046 -0.211
C 4.413 -2.967 0.686 -0.610
H 3.874 -2.421 -0.083 0.204
H 4.465 -4.010 0.384 0.207
H 5.421 -2.567 0.749 0.211
H 4.260 -3.488 2.754 0.197
H 2.697 -3.234 1.964 0.163
H 5.103 -1.749 4.091 0.188
H 4.150 -0.263 4.152 0.196

***

What did we get for E_tot? Answer: -3607.2636 -3581.4170 -1341.4049 Eh, in the order shown.
What did we get for energy relative to the best compared isomer or geometry (same formula, charge and spin)? Answer: 0.748 2.507 1.387 eV, in the order shown.